[1]
Computed, not measured: 18 unconnected molecules or ions with the total composition C20H76O28, with ωB97M-V/def2-TZVPD.

Last column: Löwdin charge in e.
Element x y z (Å)
O: 2.95305 3.69404 -2.02590  -0.025
H: 2.60805 3.51104 -2.88290  0.032
H: 3.84305 3.31104 -2.02590  0.014
O: 5.05305 2.01504 -1.77490  -0.061
H: 4.95505 1.74104 -0.85490  0.017
H: 5.82905 1.47704 -2.03390  0.075
O: 2.56805 -0.73796 2.95610  -0.053
H: 2.19405 -1.24196 3.71610  0.029
H: 2.49805 -1.30996 2.20710  -0.037
O: 2.37105 0.95904 -2.09690  -0.012
H: 2.27605 1.01304 -3.03690  0.061
H: 2.84805 1.74004 -1.86790  -0.004
O: 1.19005 4.37904 0.48210  -0.032
H: 1.96005 4.32604 -0.07790  0.011
H: 1.08205 3.47304 0.66710  -0.035
O: 3.39805 2.21804 2.67810  -0.025
H: 2.92505 2.24504 3.50810  0.058
H: 2.77105 2.03904 2.01010  -0.029
O: 5.03805 1.09104 0.93910  -0.035
H: 4.39005 1.23404 1.61910  -0.019
H: 5.22405 0.14204 0.91710  0.063
O: 3.22605 -2.19596 0.57310  -0.030
H: 3.28005 -3.14296 0.47110  0.049
H: 3.31705 -1.72696 -0.25490  -0.002
C: 3.79405 -1.52896 -3.40390  -0.178
C: 5.14305 -0.92096 -3.67490  -0.221
O: 5.41005 -0.86796 -5.08090  -0.067
O: 3.64805 -1.36496 -1.96790  -0.097
H: 3.76505 -2.55896 -3.56890  0.116
H: 2.92505 -1.10896 -3.83190  0.089
H: 5.85505 -1.64496 -3.23190  0.141
H: 5.30405 0.04004 -3.17890  0.091
H: 4.57205 -0.58096 -5.52190  0.096
H: 3.30105 -0.48696 -1.97990  0.002
C: -0.07595 -0.18896 -4.35090  -0.266
C: -1.55095 -0.33696 -4.35990  -0.212
O: -1.82795 -0.07896 -3.03090  -0.069
O: 0.44605 -0.78896 -5.49190  -0.033
H: 0.37205 -0.63096 -3.44690  0.118
H: 0.15905 0.87604 -4.43790  0.117
H: -2.00695 -1.31896 -4.54790  0.137
H: -2.04495 0.35004 -5.00290  0.129
H: -2.40295 0.63204 -2.97290  0.034
H: 1.34905 -0.58296 -5.62390  0.050
C: -4.13195 -2.46796 1.05610  -0.325
C: -5.10095 -2.12496 2.11810  -0.246
O: -4.65495 -1.06096 2.93110  -0.073
O: -4.54895 -3.48796 0.25010  -0.052
H: -3.13795 -2.76596 1.38510  0.117
H: -3.96595 -1.54296 0.54010  0.087
H: -5.28295 -3.00596 2.77310  0.124
H: -6.07795 -1.87096 1.69410  0.128
H: -3.75695 -1.20996 3.26110  0.038
H: -4.01695 -3.46796 -0.58290  0.088
C: -0.40495 -3.49096 -1.02290  -0.235
C: -1.35395 -3.28896 -2.14090  -0.208
O: -2.47795 -2.50096 -1.78590  -0.071
O: 0.29705 -2.32196 -0.77490  -0.044
H: 0.18705 -4.36496 -1.08490  0.122
H: -1.01395 -3.59396 -0.17790  0.101
H: -1.63395 -4.33996 -2.45790  0.148
H: -1.12995 -2.74296 -3.02390  0.098
H: -2.13795 -1.60796 -1.65190  0.039
H: -0.31595 -1.61796 -0.74790  0.022
C: -0.76295 4.33404 -1.80690  -0.288
C: -0.90395 3.56804 -3.10390  -0.266
O: -2.14395 3.02704 -2.95990  -0.037
O: -1.67395 5.35104 -1.95590  -0.066
H: 0.23105 4.68804 -1.87390  0.092
H: -0.83495 3.74604 -0.91590  0.092
H: 0.05805 2.98104 -3.21990  0.130
H: -0.91295 4.36604 -3.78690  0.099
H: -2.63195 3.78504 -2.63990  0.080
H: -1.43495 6.01404 -2.69690  0.160
C: -0.59195 -0.69896 3.77410  -0.175
C: -0.11295 -1.45496 5.03610  -0.234
O: 1.14205 -1.06996 5.40510  -0.003
O: -1.86595 -1.18396 3.31610  -0.077
H: -0.02495 -0.94296 2.90610  0.075
H: -0.55695 0.33104 3.99010  0.089
H: 0.05405 -2.48996 4.75910  0.097
H: -0.74995 -1.53596 5.89210  0.125
H: 1.33505 -1.55496 6.12010  0.041
H: -2.05795 -1.97396 3.85210  0.095
C: 0.61705 -4.99796 3.36010  -0.212
C: 0.87205 -4.43596 1.97810  -0.251
O: 0.76605 -3.04396 1.98110  -0.068
O: 0.84205 -6.46996 3.37210  -0.096
H: -0.36495 -4.77396 3.90110  0.136
H: 1.40805 -4.57396 4.01710  0.120
H: 0.09205 -4.85696 1.37810  0.106
H: 1.86205 -4.64396 1.70410  0.109
H: 0.86605 -2.76796 1.06610  0.038
H: -0.07995 -6.73596 3.12510  0.093
C: -1.62295 2.89904 2.82510  -0.209
C: -0.45495 3.61404 3.48810  -0.227
O: -0.42495 2.99304 4.76010  -0.061
O: -1.92095 3.40504 1.50210  -0.078
H: -2.52895 3.00604 3.40510  0.125
H: -1.34495 1.83204 2.75510  0.104
H: -0.67795 4.67204 3.52510  0.125
H: 0.43505 3.42204 2.92210  0.098
H: 0.24705 3.41204 5.32310  0.102
H: -2.08695 4.35104 1.52810  0.098
C: -0.32995 0.89904 -0.39690  -0.131
C: 0.83905 0.67604 0.58710  -0.200
O: 1.77905 1.70404 0.49210  -0.083
O: -1.29095 -0.16996 -0.07290  -0.098
H: -0.01695 0.75704 -1.43890  0.103
H: -0.82395 1.80404 -0.16290  0.086
H: 1.22105 -0.32996 0.52110  0.103
H: 0.52105 0.76404 1.65310  0.121
H: 2.29205 1.41304 -0.26890  0.062
H: -1.81995 0.31904 0.58510  0.064
C: -4.33395 1.57704 -0.00190  -0.208
C: -4.50595 0.56904 -1.17090  -0.193
O: -5.01695 1.20804 -2.34790  -0.039
O: -3.57395 0.92904 0.98210  -0.084
H: -5.20495 2.01304 0.48510  0.133
H: -3.67995 2.34504 -0.44790  0.110
H: -5.29795 -0.10296 -0.78890  0.132
H: -3.56995 0.06204 -1.28990  0.079
H: -4.97595 2.13604 -2.29590  0.046
H: -3.54295 1.55104 1.70910  0.074

Summary:
ΔE to the lowest compared entry with this formula, charge and spin = 12.7 kcal per mole
E_LUMO = -0.4737 eV
orbital gap = 8.8 eV
E = -79294.363 eV

[2]
Computed, not measured: 26 unconnected molecules or ions with the total composition C20H77ClFN3O31P2, with ωB97M-V/def2-TZVPD.

Last column: Löwdin charge in e.
Element x y z (Å)
C: 4.04236 2.00152 -0.43727  -0.080
C: 3.12009 2.54317 -1.59855  -0.196
N: 1.63944 2.40887 -1.31843  -0.064
C: 1.32349 0.96695 -1.32488  -0.191
C: -0.07639 0.68116 -2.05984  -0.106
C: -0.80555 -0.59226 -1.53949  -0.091
C: -2.24077 -0.55859 -1.00096  -0.087
C: -2.91714 0.86192 -1.02166  -0.168
C: -2.42683 1.72915 0.21852  -0.127
C: -1.88933 0.89509 1.43297  -0.183
F: -0.55644 0.44064 1.28825  -0.066
C: -2.94245 -1.77725 -0.52545  -0.077
P: -4.69462 -1.49839 0.03426  0.636
O: -5.49490 -1.20087 -1.23684  -0.329
O: -4.87754 -0.17735 1.03450  -0.137
O: -5.40708 -2.80308 0.76940  -0.163
C: -2.25724 -3.13913 -0.52556  -0.158
N: -2.99932 -4.20854 -0.03445  0.106
C: -2.21449 -5.32089 -0.07288  -0.505
Cl: -2.99372 -6.82086 0.59238  0.687
C: -0.81540 -5.44214 -0.58703  -0.210
C: -0.02072 -6.79544 -0.59908  -0.052
C: 1.15172 -6.66359 0.60526  -0.155
C: 2.33597 -5.57271 0.27617  0.019
O: 1.17712 -5.37590 1.31929  -0.190
N: -0.14688 -4.36403 -1.10334  0.130
C: -0.87578 -3.18025 -1.05043  -0.160
C: -0.17367 -1.93417 -1.56384  -0.142
P: 1.56623 -2.15485 -2.25409  0.823
O: 2.59962 -1.83452 -1.18646  -0.448
C: 1.43463 3.04271 -0.03601  -0.445
C: 1.38400 4.63123 -0.04529  0.005
O: 1.33516 2.49569 1.05260  0.055
H: 4.30862 2.77927 0.33569  0.055
H: 3.63152 1.12085 0.12344  0.072
H: 5.01079 1.64964 -0.90012  0.068
H: 3.34976 3.64504 -1.69993  0.096
H: 3.40416 2.08988 -2.59967  0.103
H: 1.40405 0.44199 -0.33993  0.113
H: 2.09759 0.48047 -1.99025  0.085
H: -0.66152 1.62903 -1.97063  0.099
H: 0.10306 0.51865 -3.16540  0.121
H: -4.03015 0.82740 -1.02343  0.066
H: -2.62502 1.30784 -2.01447  0.106
H: -1.71826 2.50772 -0.16611  0.110
H: -3.33201 2.29369 0.59401  0.124
H: -2.51226 0.01153 1.71741  0.098
H: -1.90720 1.58371 2.33037  0.098
H: -5.72907 -0.33578 1.49549  0.098
H: -5.63295 -3.41704 0.02537  0.055
H: -0.64224 -7.67838 -0.32723  0.056
H: 0.54675 -6.92714 -1.56054  0.098
H: 1.45767 -7.62995 1.15768  0.155
H: 3.05725 -5.27153 1.07081  0.112
H: 2.24699 -4.90760 -0.61398  0.062
H: 1.63259 -3.50525 -2.69107  -0.002
H: 1.65495 -1.20138 -3.31371  0.035
H: 0.35000 5.02977 -0.20852  0.085
H: 1.81088 4.95208 0.95220  0.060
H: 2.06711 5.07575 -0.82226  0.049
O: -1.89775 4.36190 2.09226  -0.065
H: -2.51357 3.72516 2.47350  -0.012
H: -1.10797 3.84001 1.89941  0.022
O: -5.66143 -4.29983 -1.91376  -0.056
H: -5.65453 -3.34164 -2.07594  0.015
H: -4.96850 -4.63796 -2.49097  0.047
O: 5.53432 4.34697 1.38504  -0.051
H: 5.70383 4.04559 2.28465  0.044
H: 6.03390 5.16715 1.31565  0.032
O: 6.16209 3.36357 -2.20291  -0.051
H: 6.11210 3.71214 -3.09982  0.044
H: 6.98295 3.73298 -1.85237  0.017
O: 3.45255 1.88626 -5.00083  -0.062
H: 2.88867 2.22425 -5.71308  -0.010
H: 4.18106 1.45664 -5.46198  0.037
O: 1.97500 3.46015 -6.87917  -0.048
H: 2.69634 4.09735 -6.94054  0.055
H: 1.18908 3.97445 -7.09189  0.054
O: -1.67405 -10.27095 0.45499  -0.062
H: -2.57809 -10.59096 0.36259  0.038
H: -1.77193 -9.31808 0.55690  -0.034
O: 5.60029 -1.89380 -0.37981  -0.076
H: 5.52057 -2.59172 0.28192  0.004
H: 4.74083 -1.89278 -0.82332  -0.011
O: -4.10348 -5.07583 3.38492  -0.075
H: -4.64210 -4.72115 2.66764  0.010
H: -3.39346 -5.54571 2.93250  -0.019
O: 7.39944 -4.16486 0.86656  -0.059
H: 7.35103 -3.80543 -0.02827  0.026
H: 8.23846 -3.83559 1.20514  0.036
O: -2.55072 0.42867 4.51084  -0.044
H: -3.16327 -0.21350 4.89150  0.066
H: -1.76406 -0.09189 4.30414  0.062
O: -8.31727 -1.86725 -1.49654  -0.068
H: -8.35491 -1.52381 -2.39634  0.047
H: -7.47676 -1.52707 -1.15140  -0.012
O: 3.56610 -2.18857 1.60286  -0.064
H: 3.05843 -1.46878 1.99136  0.039
H: 3.25946 -2.22555 0.68758  -0.023
O: 8.86134 2.81196 -0.78645  -0.057
H: 8.26977 2.15178 -0.40464  0.046
H: 9.67032 2.32334 -0.97037  0.040
O: 2.83446 6.02426 -2.70996  -0.061
H: 3.51660 6.64688 -2.41918  -0.001
H: 2.30547 6.53009 -3.33528  0.039
O: 2.43515 6.41345 2.40784  -0.062
H: 2.33196 6.31691 3.36111  0.043
H: 1.74253 7.03636 2.15946  0.044
O: -4.67258 4.55598 3.02483  -0.069
H: -4.50634 4.23602 3.92233  0.020
H: -4.13655 5.35650 2.95939  0.046
O: 1.71763 -6.00868 4.31384  -0.066
H: 1.69234 -5.66051 3.41236  -0.003
H: 2.53664 -5.65698 4.67816  0.032
O: -4.74320 2.22852 -2.68289  -0.050
H: -5.64728 1.90305 -2.77267  0.052
H: -4.84807 3.17962 -2.56363  0.052
O: -1.23129 -0.42527 7.30986  -0.055
H: -1.78807 -0.04891 6.61703  -0.007
H: -0.52886 -0.87568 6.82798  0.037
O: -2.91783 3.51326 5.02574  -0.047
H: -2.09730 3.59585 5.52283  0.060
H: -2.93973 2.58481 4.75907  0.011
O: 2.37168 -6.40952 -3.12087  -0.055
H: 1.84286 -5.69271 -2.74915  -0.021
H: 2.08908 -6.46129 -4.04120  0.047
O: -9.59007 0.84122 -1.48336  -0.071
H: -9.21466 0.06020 -1.05090  0.000
H: -9.50155 1.54033 -0.82706  0.029
O: 5.24363 7.41862 -1.72322  -0.040
H: 5.39996 7.11949 -0.82014  0.049
H: 5.74313 8.23961 -1.78944  0.051
O: -5.77845 6.84324 4.21453  -0.072
H: -6.24924 6.62622 5.02578  0.034
H: -5.89277 6.05787 3.65829  0.003

Summary:
ΔE to the lowest compared entry with this formula, charge and spin = 0.0 kcal per mole
E_LUMO = -1.6615 eV
orbital gap = 7.2 eV
E = -123747.330 eV

[3]
Computed, not measured: a molecular structure, C20H8Cl5CrN4S, with ωB97M-V/def2-TZVPD.

Last column: Mulliken spin population.
Element x y z (Å)
Cr: 0.29209 -0.66212 -0.44344  3.282
C: 0.60589 -0.81903 2.93638  -0.015
C: -0.80756 -0.55276 2.51487  0.002
C: -1.77365 -0.31776 3.51667  0.001
C: -3.06338 -0.06314 3.16906  0.003
C: -3.42422 -0.01471 1.80888  0.003
C: -4.74642 0.27114 1.39142  -0.008
C: -5.03208 0.34231 0.06149  0.003
C: -4.01176 0.14310 -0.89308  0.000
C: -2.72515 -0.14586 -0.51947  -0.011
S: -1.48866 -0.35228 -1.75340  -0.134
C: -2.41602 -0.24254 0.85827  0.007
N: -1.11974 -0.53197 1.22754  -0.030
H: 0.71134 -0.68813 4.01072  0.001
H: 1.29243 -0.12971 2.44301  0.002
H: 0.89424 -1.84274 2.69870  0.003
H: -1.46630 -0.34671 4.55227  0.000
H: -3.81796 0.12036 3.92499  0.000
H: -5.50884 0.43819 2.14185  0.000
H: -6.03651 0.56735 -0.27118  0.000
H: -4.24090 0.22605 -1.94820  0.001
Cl: 2.34449 -1.95373 0.45234  -0.002
C: 2.62183 -1.80332 -1.29995  -0.024
C: 1.60856 -1.14931 -1.95750  -0.185
C: 1.79986 -0.95691 -3.31869  0.055
Cl: 0.61736 -0.11086 -4.25308  0.000
C: 2.94870 -1.43001 -3.96036  -0.012
Cl: 3.15937 -1.19732 -5.64951  -0.002
C: 3.93868 -2.10114 -3.23524  0.023
Cl: 5.34437 -2.69701 -4.01730  0.003
C: 3.78437 -2.29136 -1.86579  -0.014
Cl: 4.96658 -3.09383 -0.91704  -0.002
N: 1.08589 1.03990 -0.03825  -0.085
C: 1.54618 2.10680 -0.13507  0.088
C: 2.10690 3.35061 -0.21145  0.028
C: 3.51235 3.47458 -0.00404  0.001
N: 4.64712 3.57535 0.16785  0.009
C: 1.27001 4.47225 -0.47773  0.001
N: 0.58052 5.36627 -0.70654  0.009

Summary:
E_LUMO (spin up / spin down) = -1.8536 / -1.2989 eV
⟨S²⟩ = 3.83
orbital gap (spin up / spin down) = 6.5 / 7.1 eV
multiplicity = 4
E = -128698.917 eV

> What is the formula in the first record?

C20H76O28

> Which of these has the highest E?

C20H76O28

> Among the records above, which one has the lowest E?

C20H8Cl5CrN4S

> Which value of E does entry 2 give?

-123747.330 eV